Entry 1:
Computed, not measured: one molecule with the formula C25H23N3O2S, with ωB97M-V with the def2-TZVPD basis set.

Each line ends with the Löwdin charge.
Element x y z (Å)
C (-0.86, -2.27, -0.62)  -0.018
C (0.29, -1.42, -1.07)  -0.205
C (0.03, -0.19, -1.68)  -0.045
C (1.06, 0.60, -2.14)  -0.068
C (2.38, 0.18, -2.01)  -0.051
C (2.67, -1.03, -1.41)  -0.236
C (4.08, -1.51, -1.27)  -0.043
C (1.62, -1.81, -0.91)  -0.201
N (1.93, -3.04, -0.27)  0.113
C (1.84, -3.35, 1.04)  -0.559
O (2.09, -4.46, 1.46)  0.061
C (1.42, -2.22, 1.98)  -0.309
S (2.61, -0.85, 1.89)  1.049
C (1.58, 0.47, 1.40)  -0.494
N (0.28, 0.33, 1.52)  0.131
C (-0.50, 1.36, 1.17)  -0.309
C (-1.98, 1.18, 1.39)  -0.125
O (-2.51, 0.46, 0.30)  -0.060
C (-3.86, 0.25, 0.25)  -0.264
C (-4.76, 0.64, 1.23)  -0.024
C (-6.11, 0.37, 1.07)  -0.086
C (-6.57, -0.30, -0.05)  -0.103
C (-5.67, -0.69, -1.02)  -0.085
C (-4.32, -0.42, -0.88)  -0.011
N (-0.10, 2.49, 0.68)  0.194
C (1.23, 2.66, 0.51)  -0.219
C (1.71, 3.86, -0.05)  -0.005
C (3.06, 4.05, -0.21)  -0.064
C (3.97, 3.05, 0.17)  -0.069
C (3.54, 1.88, 0.72)  -0.046
C (2.16, 1.66, 0.89)  -0.166
H (-0.53, -3.20, -0.17)  0.078
H (-1.47, -1.72, 0.09)  0.071
H (-1.49, -2.51, -1.48)  0.089
H (-0.99, 0.13, -1.77)  0.108
H (0.85, 1.56, -2.59)  0.110
H (3.18, 0.79, -2.39)  0.113
H (4.30, -1.79, -0.24)  0.058
H (4.78, -0.73, -1.58)  0.079
H (4.25, -2.39, -1.90)  0.085
H (2.31, -3.78, -0.85)  0.166
H (0.46, -1.78, 1.72)  0.063
H (1.41, -2.61, 2.99)  0.090
H (-2.44, 2.17, 1.46)  0.132
H (-2.14, 0.63, 2.33)  0.137
H (-4.43, 1.16, 2.11)  0.103
H (-6.80, 0.68, 1.84)  0.104
H (-7.62, -0.51, -0.16)  0.099
H (-6.02, -1.21, -1.90)  0.104
H (-3.61, -0.72, -1.63)  0.108
H (1.00, 4.61, -0.34)  0.114
H (3.43, 4.96, -0.64)  0.106
H (5.03, 3.22, 0.03)  0.106
H (4.22, 1.10, 1.02)  0.095

## Properties
HOMO level, eV: -8.63
Structure (SMILES): Cc1cccc(C)c1NC(=O)CSc1nc(COc2ccccc2)nc2ccccc12
Gap between HOMO and LUMO, eV: 8.376
Relative energy (zero: lowest compared OMol25 entry of this formula, charge and spin), kJ/mol: 1.1
Lowest unoccupied orbital energy, eV: -0.253

=====

Entry 2:
Computed, not measured: C40H42FeN3OS2Te as an isolated structure, with ωB97M-V with the def2-TZVPD basis set.

Each line ends with the Löwdin spin population.
Element x y z (Å)
Fe (2.01, -1.84, 1.10)  2.023
C (4.86, -2.52, -0.87)  0.000
C (4.99, -2.40, 0.61)  0.000
N (4.00, -2.20, 1.43)  -0.005
C (4.41, -2.13, 2.75)  0.000
C (5.75, -2.29, 2.92)  0.000
S (6.50, -2.53, 1.40)  0.000
C (3.37, -1.90, 3.75)  0.002
C (3.44, -1.96, 5.10)  0.000
S (1.91, -1.62, 5.77)  0.006
C (1.25, -1.40, 4.21)  0.006
N (2.12, -1.57, 3.25)  0.027
C (-0.19, -1.08, 3.99)  0.001
H (3.81, -2.69, -1.13)  0.000
H (5.44, -3.35, -1.25)  0.000
H (5.19, -1.61, -1.36)  0.000
H (6.32, -2.27, 3.83)  0.000
H (4.29, -2.21, 5.71)  0.000
H (-0.58, -0.46, 4.80)  0.000
H (-0.78, -2.00, 3.95)  0.000
H (-0.31, -0.57, 3.04)  0.003
C (-1.20, -1.74, -6.05)  0.000
C (-1.21, -1.34, -4.60)  0.001
C (-2.39, -1.01, -3.96)  0.000
C (-2.42, -0.63, -2.62)  0.005
C (-3.75, -0.26, -2.01)  0.012
C (-1.21, -0.59, -1.90)  0.012
Te (-1.37, 0.00, 0.11)  0.406
N (0.16, -1.64, 0.69)  0.186
C (-0.10, -2.86, 1.08)  0.022
O (0.97, -3.52, 1.40)  0.037
C (-1.41, -3.53, 1.20)  -0.001
C (-2.42, -3.30, 0.28)  0.003
C (-3.65, -3.94, 0.41)  0.000
C (-3.86, -4.80, 1.48)  0.000
C (-2.85, -5.03, 2.41)  0.001
C (-1.63, -4.40, 2.26)  0.000
C (-1.80, 2.07, -0.34)  0.135
C (-2.88, 2.63, 0.35)  0.034
C (-3.69, 1.95, 1.42)  0.003
C (-3.28, 3.93, 0.01)  0.004
C (-2.64, 4.67, -0.97)  0.016
C (-3.08, 6.06, -1.32)  0.003
C (-1.54, 4.09, -1.60)  0.000
C (-1.09, 2.82, -1.30)  0.020
C (0.13, 2.30, -2.00)  0.007
C (0.00, -0.90, -2.54)  0.004
C (1.36, -0.85, -1.89)  0.015
C (-0.03, -1.28, -3.87)  0.000
H (-2.21, -1.82, -6.45)  0.000
H (-0.71, -2.71, -6.18)  0.000
H (-0.66, -1.01, -6.65)  0.000
H (-3.33, -1.04, -4.50)  0.000
H (-4.56, -0.58, -2.67)  0.001
H (-3.83, 0.83, -1.89)  0.001
H (-3.91, -0.71, -1.04)  0.006
H (-2.24, -2.66, -0.58)  0.001
H (-4.42, -3.79, -0.32)  0.000
H (-4.82, -5.29, 1.59)  0.000
H (-3.02, -5.71, 3.23)  0.000
H (-0.82, -4.60, 2.96)  0.000
H (-3.20, 1.09, 1.88)  0.000
H (-4.64, 1.60, 1.02)  0.000
H (-3.91, 2.66, 2.22)  0.000
H (-4.13, 4.36, 0.53)  0.001
H (-4.00, 6.32, -0.81)  0.000
H (-3.25, 6.15, -2.40)  0.001
H (-2.32, 6.79, -1.05)  0.001
H (-1.00, 4.67, -2.35)  0.000
H (0.73, 3.14, -2.36)  0.001
H (-0.13, 1.67, -2.85)  0.001
H (0.76, 1.72, -1.33)  0.004
H (1.41, -0.14, -1.06)  0.013
H (2.11, -0.54, -2.63)  0.000
H (1.64, -1.84, -1.53)  0.002
H (0.90, -1.51, -4.37)  0.000
C (2.53, 0.95, 1.30)  0.496
C (2.42, 2.31, 0.96)  0.051
C (1.28, 3.05, 1.35)  0.117
C (1.15, 4.38, 1.00)  -0.011
C (2.15, 5.01, 0.27)  0.140
C (3.29, 4.31, -0.12)  -0.010
C (3.43, 2.98, 0.23)  0.112
H (3.45, 0.40, 1.10)  0.033
H (1.75, 0.49, 1.88)  0.033
H (0.51, 2.56, 1.93)  0.006
H (0.26, 4.92, 1.29)  -0.003
H (2.04, 6.05, -0.01)  0.008
H (4.06, 4.81, -0.68)  -0.004
H (4.32, 2.43, -0.07)  0.004

## Properties
Spin multiplicity: 5
HOMO level (alpha / beta), eV: -9.75 / -10.43
Gap between HOMO and LUMO (alpha / beta), eV: 7.445 / 6.833
Lowest unoccupied orbital energy (alpha / beta), eV: -2.300 / -3.593
Charge: +1

=====

Entry 3:
Computed, not measured: C50H54B2HfN7O3P2 as an isolated structure, with ωB97M-V with the def2-TZVPD basis set.

Each line ends with the Löwdin charge.
Element x y z (Å)
Hf (1.64, -0.54, 0.26)  1.692
C (-3.16, 1.46, -4.17)  -0.053
C (-2.43, 1.75, -2.85)  -0.379
C (-2.20, 3.26, -2.72)  -0.057
C (-0.55, -0.21, -3.45)  -0.341
C (-0.62, -1.65, -3.08)  0.003
C (0.47, -1.97, -2.41)  -0.084
N (1.32, -0.86, -2.13)  -0.127
N (0.82, 0.19, -3.02)  0.016
B (2.80, -1.01, -2.59)  -0.570
N (3.36, -2.18, -1.80)  -0.043
C (4.24, -3.11, -2.18)  -0.028
C (4.83, -3.63, -1.05)  0.020
C (4.27, -2.93, 0.03)  -0.219
N (3.35, -2.06, -0.44)  0.018
C (4.75, -3.01, 1.45)  -0.356
C (5.48, -1.71, 1.80)  -0.039
C (5.67, -4.21, 1.67)  -0.056
N (3.45, 0.30, -2.06)  0.001
C (4.41, 1.07, -2.55)  -0.017
C (4.66, 2.12, -1.68)  0.024
C (3.79, 1.90, -0.61)  -0.248
N (3.05, 0.80, -0.85)  -0.027
C (3.56, 2.71, 0.62)  -0.344
C (2.57, 2.00, 1.53)  -0.089
C (3.06, 4.11, 0.26)  -0.042
H (-4.14, 1.93, -4.12)  0.091
H (-3.31, 0.39, -4.33)  0.082
H (-2.64, 1.87, -5.03)  0.074
H (-3.17, 1.49, -2.09)  0.077
H (-1.71, 3.66, -3.60)  0.077
H (-1.59, 3.52, -1.85)  0.068
H (-3.16, 3.78, -2.61)  0.094
H (-1.41, -2.33, -3.36)  0.130
H (0.77, -2.94, -2.03)  0.135
H (2.97, -1.15, -3.76)  0.131
H (4.39, -3.32, -3.22)  0.136
H (5.58, -4.39, -1.00)  0.111
H (3.90, -3.14, 2.12)  0.103
H (6.37, -1.60, 1.18)  0.094
H (5.79, -1.72, 2.84)  0.094
H (4.85, -0.83, 1.65)  0.057
H (6.59, -4.12, 1.09)  0.084
H (5.18, -5.14, 1.41)  0.090
H (5.96, -4.25, 2.72)  0.088
H (4.86, 0.84, -3.51)  0.140
H (5.37, 2.92, -1.79)  0.117
H (4.52, 2.81, 1.14)  0.154
H (1.57, 1.98, 1.07)  0.051
H (2.43, 2.52, 2.48)  0.114
H (2.91, 0.98, 1.80)  0.046
H (2.10, 4.05, -0.25)  0.081
H (3.76, 4.62, -0.40)  0.083
H (2.94, 4.71, 1.16)  0.089
O (-0.88, -1.11, 3.56)  0.143
C (-0.31, -0.56, 2.70)  -0.543
N (0.27, 0.00, 1.80)  -0.094
O (2.79, -1.47, 3.47)  0.140
B (2.32, -1.58, 2.18)  -0.648
O (1.60, -2.80, 2.03)  0.057
C (1.67, -3.43, 3.26)  -0.212
C (1.16, -4.65, 3.65)  0.016
C (1.41, -5.04, 4.96)  -0.074
C (2.14, -4.23, 5.83)  -0.072
C (2.65, -3.00, 5.43)  0.022
C (2.40, -2.62, 4.13)  -0.202
H (0.60, -5.27, 2.96)  0.121
H (1.03, -5.98, 5.31)  0.106
H (2.31, -4.56, 6.84)  0.107
H (3.21, -2.36, 6.10)  0.125
C (-1.92, 1.68, 0.16)  -0.495
P (-1.15, 0.28, -0.74)  1.071
C (-1.17, 0.92, -2.51)  -0.302
C (-0.65, 0.02, -4.94)  -0.015
C (-0.13, 1.07, -5.58)  -0.067
C (0.47, 2.25, -4.96)  -0.063
C (0.61, 2.49, -3.65)  -0.040
C (0.29, 1.51, -2.56)  -0.257
C (-2.33, -1.11, -0.59)  -0.362
C (-3.55, -1.19, -1.27)  -0.079
C (-4.35, -2.31, -1.15)  -0.068
C (-3.96, -3.36, -0.34)  -0.069
C (-2.77, -3.29, 0.35)  -0.060
C (-1.95, -2.18, 0.22)  -0.111
P (-2.65, 1.41, 1.85)  1.069
C (-3.18, 3.12, 2.21)  -0.383
C (-3.77, 3.31, 3.46)  -0.104
C (-4.23, 4.55, 3.85)  -0.076
C (-4.08, 5.65, 3.01)  -0.082
C (-3.48, 5.48, 1.77)  -0.081
C (-3.04, 4.23, 1.37)  -0.101
C (-4.28, 0.69, 1.39)  -0.384
C (-5.17, 1.34, 0.53)  -0.093
C (-6.39, 0.75, 0.22)  -0.075
C (-6.72, -0.49, 0.77)  -0.083
C (-5.84, -1.12, 1.63)  -0.084
C (-4.62, -0.53, 1.94)  -0.104
H (-2.69, 2.13, -0.46)  0.013
H (-1.13, 2.43, 0.29)  0.048
H (-1.14, -0.76, -5.52)  0.121
H (-0.20, 1.09, -6.66)  0.111
H (0.77, 3.03, -5.64)  0.108
H (1.01, 3.45, -3.34)  0.112
H (0.70, 1.87, -1.61)  0.103
H (-3.88, -0.38, -1.91)  0.098
H (-5.29, -2.35, -1.68)  0.114
H (-4.60, -4.23, -0.24)  0.112
H (-2.46, -4.11, 1.00)  0.111
H (-1.01, -2.15, 0.76)  0.074
H (-3.88, 2.46, 4.13)  0.105
H (-4.69, 4.67, 4.82)  0.107
H (-4.43, 6.62, 3.32)  0.106
H (-3.37, 6.33, 1.11)  0.105
H (-2.60, 4.13, 0.39)  0.078
H (-4.93, 2.31, 0.13)  0.105
H (-7.08, 1.26, -0.44)  0.106
H (-7.68, -0.94, 0.54)  0.107
H (-6.11, -2.08, 2.07)  0.110
H (-3.94, -1.03, 2.61)  0.101

## Properties
HOMO level, eV: -10.39
Gap between HOMO and LUMO, eV: 7.434
Lowest unoccupied orbital energy, eV: -2.955
Charge: +1

=====

Entry 4:
Computed, not measured: BCsF4H68O34 as an isolated structure, with ωB97M-V with the def2-TZVPD basis set.

Each line ends with the Löwdin charge.
Element x y z (Å)
Cs (0.53, 3.02, -3.78)  1.120
B (-0.36, 0.02, -0.17)  -1.500
F (0.31, 0.72, -1.11)  0.168
F (0.35, 0.21, 0.96)  0.215
F (-1.54, 0.65, -0.14)  0.204
F (-0.43, -1.31, -0.52)  0.179
O (0.70, -0.42, -3.71)  -0.080
H (0.33, -0.36, -2.83)  0.000
H (1.58, -0.75, -3.59)  -0.005
O (0.63, 1.83, 4.30)  -0.040
H (0.75, 2.45, 3.58)  -0.001
H (-0.26, 2.00, 4.62)  0.062
O (2.61, -2.32, 4.72)  -0.058
H (1.83, -1.81, 4.51)  -0.023
H (2.54, -3.11, 4.18)  0.018
O (2.90, 1.48, 1.95)  -0.019
H (2.90, 2.40, 1.70)  0.014
H (2.25, 1.07, 1.37)  0.029
O (0.05, -3.05, 1.57)  -0.023
H (0.89, -2.59, 1.54)  0.044
H (-0.57, -2.39, 1.87)  0.028
O (2.75, 0.65, 5.45)  -0.056
H (2.38, 0.75, 4.57)  -0.017
H (2.08, 0.99, 6.03)  0.020
O (-2.44, 2.40, -3.78)  -0.164
H (-2.89, 2.03, -3.02)  -0.020
H (-2.48, 1.71, -4.44)  0.043
O (3.63, 3.80, 0.39)  -0.029
H (3.22, 3.65, -0.46)  0.002
H (4.21, 4.55, 0.25)  0.050
O (0.15, -5.60, 2.60)  -0.058
H (-0.55, -6.26, 2.59)  0.028
H (-0.17, -4.89, 2.05)  -0.029
O (3.74, 1.37, -1.32)  -0.020
H (4.15, 0.98, -0.54)  0.059
H (3.86, 0.72, -2.00)  0.003
O (-3.34, -4.49, 0.46)  -0.057
H (-3.04, -3.68, 0.88)  -0.009
H (-2.60, -4.77, -0.07)  -0.028
O (-2.36, -1.75, 1.39)  -0.045
H (-3.09, -1.17, 1.19)  0.036
H (-1.72, -1.58, 0.69)  0.014
O (2.26, -1.29, 0.29)  -0.021
H (1.41, -0.87, 0.38)  -0.005
H (2.52, -1.11, -0.61)  0.016
O (-2.93, -2.01, 4.07)  -0.054
H (-2.71, -2.90, 4.32)  0.042
H (-2.53, -1.90, 3.20)  -0.027
O (-3.69, 4.75, 3.29)  -0.036
H (-3.44, 5.43, 2.67)  0.019
H (-3.09, 4.03, 3.11)  -0.001
O (3.30, -1.13, -2.54)  -0.026
H (4.17, -0.84, -2.81)  0.050
H (3.22, -2.01, -2.91)  0.093
O (4.18, -0.52, 3.04)  -0.062
H (4.58, -1.02, 2.33)  -0.017
H (3.78, 0.23, 2.61)  -0.044
O (-3.98, -4.94, -2.91)  -0.046
H (-3.21, -5.00, -2.35)  -0.019
H (-4.70, -5.23, -2.35)  0.050
O (-3.36, 4.08, -0.17)  -0.009
H (-2.90, 4.91, -0.08)  0.073
H (-4.27, 4.29, 0.02)  0.101
O (-1.61, -5.31, -1.53)  -0.037
H (-1.43, -6.25, -1.54)  0.087
H (-0.76, -4.90, -1.39)  0.024
O (0.99, -4.80, -0.63)  -0.031
H (0.88, -4.17, 0.09)  0.004
H (1.89, -5.12, -0.52)  0.058
O (-1.28, -4.09, -4.62)  -0.051
H (-1.41, -3.88, -3.70)  0.000
H (-1.92, -3.54, -5.09)  0.007
O (-1.73, 2.95, 1.86)  -0.024
H (-1.50, 2.15, 1.38)  0.042
H (-2.37, 3.38, 1.30)  -0.002
O (-3.53, 1.77, -1.35)  -0.046
H (-3.40, 2.60, -0.90)  0.000
H (-2.75, 1.26, -1.14)  0.040
O (4.96, -1.34, 0.47)  -0.040
H (5.32, -2.15, 0.10)  0.052
H (4.02, -1.48, 0.47)  -0.017
O (-5.03, -0.94, 0.61)  -0.027
H (-5.53, -1.16, 1.40)  0.053
H (-5.67, -1.01, -0.10)  0.047
O (2.91, 4.80, -2.32)  -0.080
H (2.04, 5.17, -2.15)  -0.026
H (3.47, 5.56, -2.45)  0.063
O (3.87, 1.15, -4.63)  -0.035
H (4.17, 0.33, -4.23)  0.006
H (4.38, 1.83, -4.19)  0.003
O (0.93, 3.76, 2.36)  -0.033
H (0.04, 3.72, 2.01)  0.002
H (1.39, 4.37, 1.78)  0.039
O (-3.55, -2.55, -4.39)  -0.062
H (-3.42, -3.21, -3.71)  -0.013
H (-4.40, -2.16, -4.18)  0.036
O (5.36, 3.06, -2.76)  -0.050
H (4.80, 2.60, -2.13)  -0.026
H (5.57, 3.89, -2.34)  0.035
O (0.06, 5.24, -1.71)  -0.125
H (-0.84, 5.30, -1.40)  0.043
H (0.46, 6.06, -1.45)  0.056
O (-5.82, 1.76, -2.71)  -0.060
H (-5.70, 0.91, -3.12)  0.023
H (-5.04, 1.88, -2.16)  -0.039
O (-0.08, -0.83, 4.70)  -0.040
H (-0.94, -0.74, 5.09)  0.028
H (0.13, 0.04, 4.36)  -0.017

## Properties
HOMO level, eV: -8.45
Gap between HOMO and LUMO, eV: 6.537
Lowest unoccupied orbital energy, eV: -1.910

=====

DFT total energy across the listed records, respectively: -1679.4520, -4116.7896, -3327.0989, -3043.6693 hartree.